This record from the Open Molecules 2025 dataset describes 2 unconnected molecules or ions with the total composition C24H52F3N3O3S at a distorted geometry. The level of theory is ωB97M-V/def2-TZVPD.

Calculated values
HOMO   -6.980 eV
Frontier orbital gap   5.63 eV
LUMO level   -1.3451 eV

```
! wB97M-V def2-TZVPD RIJCOSX def2/J DEFGRID3
* xyz 0 1
C 0.86394 3.40644 0.10617
C 2.18362 4.04506 -0.46888
C 2.88510 3.14156 -1.57607
C 2.85624 1.66720 -1.05699
C 4.06567 0.79107 -1.59064
C 5.30826 0.95126 -0.63863
C 5.47964 -0.18579 0.42569
C 4.14306 -0.86959 0.88862
C 3.90823 -2.31160 0.29680
C 2.48332 -2.76872 0.82312
C 1.46197 -2.76603 -0.37940
C 0.14637 -3.56069 -0.06800
C -1.03236 -2.64616 0.42138
C -1.39644 -1.54315 -0.65271
C -2.84531 -1.79426 -1.21101
N -3.83040 -0.68246 -0.86787
C -4.51975 -0.91382 0.44531
C -3.57981 -0.78025 1.70068
C -4.33835 -0.31403 2.99402
C -4.36382 1.27410 3.05501
C -5.82600 1.86849 2.90050
N -6.02642 2.60392 1.61649
N -4.84926 -0.74065 -1.88613
C -5.48501 0.57909 -2.10531
C -6.89102 0.30908 -2.78096
C -8.10256 0.68370 -1.82192
H 0.09337 4.19128 0.30680
H 0.38649 2.67459 -0.58584
H 1.05002 2.89476 1.07886
H 2.01380 5.08400 -0.83261
H 2.90880 4.07470 0.38226
H 3.91300 3.55386 -1.68426
H 2.31212 3.25778 -2.52934
H 1.91685 1.12551 -1.30747
H 2.97868 1.70320 0.05513
H 3.78862 -0.25902 -1.81930
H 4.36061 1.25717 -2.56852
H 5.30806 1.98012 -0.20292
H 6.21716 0.91852 -1.28810
H 5.91562 0.29693 1.33397
H 6.18919 -0.98911 0.14138
H 4.22437 -1.01198 1.99839
H 3.22243 -0.26636 0.71938
H 3.92103 -2.27502 -0.81333
H 4.70883 -2.96143 0.71878
H 2.54139 -3.78157 1.27823
H 2.12970 -2.07671 1.62920
H 1.27641 -1.71943 -0.72669
H 1.99334 -3.29293 -1.21019
H -0.17274 -4.05514 -1.01701
H 0.34833 -4.34247 0.70109
H -0.78013 -2.14274 1.38669
H -1.89475 -3.31769 0.65303
H -1.36088 -0.55753 -0.12396
H -0.65802 -1.48573 -1.47549
H -3.31150 -2.73701 -0.86364
H -2.80718 -1.79756 -2.32410
H -3.34270 0.21760 -0.85940
H -5.35412 -0.18762 0.60237
H -4.99557 -1.92263 0.48764
H -2.71351 -0.10354 1.53748
H -3.19089 -1.80764 1.90944
H -5.37188 -0.73145 2.96061
H -3.85963 -0.66052 3.93455
H -4.00916 1.57874 4.06788
H -3.65099 1.68861 2.30776
H -5.96441 2.61563 3.71083
H -6.59444 1.06896 2.92864
H -6.22747 1.88737 0.91997
H -5.16227 3.07975 1.36815
H -5.53326 -1.43613 -1.59756
H -4.86017 1.13697 -2.84330
H -5.59133 1.18868 -1.17329
H -6.99531 0.82515 -3.75415
H -6.99717 -0.78448 -2.98555
H -7.76475 1.29710 -0.96034
H -8.80533 1.30591 -2.41880
H -8.67081 -0.20968 -1.49408
C 10.89666 -0.36366 0.23364
F 11.32404 0.64185 1.01450
F 11.41169 -0.13905 -0.98623
F 11.48923 -1.47712 0.69416
S 9.04850 -0.50321 0.20793
O 8.59338 0.77894 -0.31319
O 8.68151 -0.74236 1.59664
O 8.77820 -1.62894 -0.67598
*
```



This record from the Open Molecules 2025 dataset describes a single C3H7N3S molecule at a distorted geometry. The level of theory is ωB97M-V/def2-TZVPD.

Calculated values
HOMO   -7.984 eV
Frontier orbital gap   8.43 eV
SMILES string   C1=NSCCNN1
LUMO level   0.4502 eV

```
! wB97M-V def2-TZVPD RIJCOSX def2/J DEFGRID3
* xyz 0 1
C 0.02369 1.62816 0.26714
N -1.17203 1.30974 0.05278
S -1.56833 -0.41616 -0.32928
C -0.33190 -1.31951 0.58734
C 1.24045 -1.39706 0.12541
N 1.59577 -0.14482 -0.61818
N 1.34899 1.08338 0.15795
H 0.06424 2.65242 0.76439
H -0.56316 -0.98483 1.54512
H -0.82852 -2.36802 0.34366
H 1.93840 -1.52154 0.91945
H 1.77257 -2.27210 -0.46756
H 2.82989 -0.13945 -0.46573
H 1.87730 2.08450 -0.39805
*
```



This record from the Open Molecules 2025 dataset describes a molecular structure, C6H12O5S2 at a distorted geometry. The level of theory is ωB97M-V/def2-TZVPD.

Calculated values
HOMO   -8.762 eV
Frontier orbital gap   9.18 eV
LUMO level   0.4202 eV

```
! wB97M-V def2-TZVPD RIJCOSX def2/J DEFGRID3
* xyz 0 1
C 0.66809 -1.57017 -0.43791
C -0.71741 0.53188 -0.68679
C -0.75921 -0.90108 -0.07652
C -1.88617 -1.75754 -0.50948
C -1.69999 0.09572 1.83921
C 1.51925 2.48278 -0.99574
O 2.67408 -0.10323 -1.07164
O 2.99893 -1.32252 1.11207
O 1.54190 0.60947 1.03268
O -0.13118 2.47566 1.02806
O -0.79209 -0.79413 1.35120
S 2.15028 -0.70862 0.13524
S 0.46082 1.51317 0.10699
H 0.64153 -2.58398 -0.10794
H 0.79256 -1.55483 -1.48469
H -0.34135 0.37473 -1.64571
H -2.85852 -1.18554 -0.36004
H -1.75363 -2.69999 0.08896
H -1.98233 -1.89063 -1.59537
H -1.55278 1.12039 1.45877
H -1.45559 0.14252 2.94259
H -2.68943 -0.34999 1.50766
H 0.92015 3.29909 -1.50418
H 2.32888 2.97318 -0.43822
H 1.92321 1.80366 -1.68918
*
```



This record from the Open Molecules 2025 dataset describes a single C3H3N3O molecule at a distorted geometry. The level of theory is ωB97M-V/def2-TZVPD.

Calculated values
HOMO (alpha / beta)   -8.776 / -9.018 eV
Frontier orbital gap (alpha / beta)   7.49 / 8.22 eV
LUMO level (alpha / beta)   -1.2812 / -0.7957 eV

```
! wB97M-V def2-TZVPD RIJCOSX def2/J DEFGRID3
* xyz 0 1
C -2.79246 0.01020 0.17354
C 0.07984 -0.85042 0.57713
C 0.78934 0.22634 0.41206
N -3.68390 -0.50214 -0.28668
N -1.09223 1.42824 -0.10629
N -1.70821 0.48962 0.70710
O 0.33249 1.45225 0.11700
H -0.23141 -1.82756 0.71734
H 1.88758 0.15180 0.30973
H -1.36673 1.39140 -1.15113
*
```



This record from the Open Molecules 2025 dataset describes 2 unconnected molecules or ions with the total composition C5H14 at a distorted geometry. The level of theory is ωB97M-V/def2-TZVPD.

Calculated values
HOMO   -11.190 eV
Frontier orbital gap   12.33 eV
SMILES string   CCC.CC
LUMO level   1.1389 eV

```
! wB97M-V def2-TZVPD RIJCOSX def2/J DEFGRID3
* xyz 0 1
C -0.04324 1.48635 -1.50278
C 0.19877 -0.05710 -1.43243
C -0.24846 -0.77963 -2.75811
H -0.67626 1.75804 -0.65906
H 0.87122 2.06953 -1.41527
H -0.55431 1.70111 -2.43357
H -0.37971 -0.44834 -0.59679
H 1.21361 -0.33154 -1.14582
H 0.62068 -1.25123 -3.22090
H -0.44361 0.00552 -3.47855
H -0.99004 -1.51789 -2.50190
C 0.11530 0.34192 2.33488
C 0.00267 -0.96673 3.17757
H 1.15853 0.42782 2.08295
H -0.59238 0.36868 1.50145
H -0.36823 1.14399 2.89589
H -0.57829 -0.74288 4.06626
H 0.97976 -1.39293 3.39427
H -0.47384 -1.77717 2.62044
*
```